DFT (ωB97M-V with the def2-TZVPD basis set) results for a single C9H13N3OS molecule in a non-equilibrium geometry.

Summary:
Relative energy (zero: lowest compared OMol25 entry of this formula, charge and spin), kcal/mol: 137.5
E, Ha: -988.20016
HOMO energy (alpha / beta), eV: -7.80 / -7.94
M, g/mol: 211.29

```
! wB97M-V def2-TZVPD RIJCOSX def2/J DEFGRID3
* xyz 0 1
C -1.911 1.264 -0.018
H 0.468 3.072 -0.704
C 0.580 1.359 0.449
O -0.853 1.607 0.774
H -0.267 -2.406 -2.106
H -2.030 -1.902 0.827
N -1.153 -0.749 -1.549
H 0.456 1.588 -1.744
H 1.334 -0.371 -2.169
C -0.189 -1.707 -1.318
C 0.948 2.124 -0.767
H 1.941 2.236 -1.023
H -2.027 1.957 -0.942
H 1.931 -0.559 2.912
H 0.769 0.765 3.094
N -3.035 1.228 0.673
S 2.285 -0.518 0.031
N -1.732 -0.270 -0.473
C 1.398 0.542 1.142
C 1.298 -1.104 -1.376
H -3.851 -0.003 1.953
C 1.043 -0.001 2.468
H 0.251 -0.713 2.407
C -3.146 0.066 1.170
H -0.376 -2.208 -0.360
C -2.320 -0.877 0.529
H 2.008 -1.922 -1.629
*
```

DFT (ωB97M-V with the def2-TZVPD basis set) results for 8 unconnected molecules or ions with the total composition C43H46N9O2.

Summary:
E, Ha: -2309.14221
HOMO energy, eV: -11.12
M, g/mol: 720.90

```
! wB97M-V def2-TZVPD RIJCOSX def2/J DEFGRID3
* xyz 1 1
C -0.450 2.059 7.061
C 5.348 -0.839 0.463
C 6.972 0.300 1.570
N 0.139 -2.381 3.636
C -0.352 0.906 6.300
O -2.796 -5.837 1.653
H 1.014 2.321 -0.165
N -7.800 -3.673 -1.693
H 2.910 1.163 -3.609
C -4.835 -0.375 2.922
H -1.415 3.260 -10.024
H -0.518 -0.818 2.475
H -8.293 -3.393 0.276
H 4.887 0.474 -5.756
H -8.302 0.173 4.324
C -3.143 -4.731 2.338
C 5.503 1.050 -5.077
C -5.644 -4.609 -2.152
C 6.312 0.417 -4.147
H -5.322 -2.424 2.631
H -4.420 -5.076 -0.448
C -1.985 -3.862 2.762
N 7.083 2.534 -3.329
H 0.039 -0.007 6.734
C 2.241 1.870 -3.130
H 3.056 -3.931 3.109
C -0.725 -1.837 2.769
O -4.269 -4.507 2.659
H -4.931 -4.949 -2.891
C -7.314 -0.015 3.918
H 2.925 -0.916 3.014
C 5.642 1.469 -0.025
H 7.230 2.381 1.108
N 2.002 1.654 -1.837
H 0.407 4.633 -3.727
C -0.005 -3.640 4.086
C -5.364 -4.675 -0.796
C -0.405 3.275 -6.809
C 1.188 2.510 -1.220
H 5.377 2.367 -0.568
N 1.276 -1.678 4.089
H 4.879 2.970 -5.831
H -0.469 2.717 -5.881
C 6.670 1.479 0.903
H -1.178 -5.417 4.027
C -6.872 -4.100 -2.547
C 1.695 2.923 -3.847
C 5.496 2.435 -5.122
H 4.151 0.234 -0.969
C -6.955 -1.290 3.503
H -0.088 5.373 -9.945
H 7.771 0.269 2.303
C 0.402 5.116 -7.872
C 0.849 3.802 -3.192
H -7.655 -2.110 3.578
H 0.999 -0.697 4.139
N 6.327 -0.847 1.366
C -1.808 -2.556 2.322
H -1.745 4.014 4.632
C -0.956 3.203 6.466
H -4.653 1.738 3.319
H 7.722 0.746 -2.555
H -6.148 -4.268 1.171
N -6.510 1.044 3.850
C -7.518 -3.745 -0.396
C -1.041 2.819 -7.953
C -0.934 3.577 -9.108
H -1.604 1.896 -7.936
N 0.306 4.399 -6.753
H -7.129 -4.033 -3.598
H 3.347 -3.089 4.625
H 6.326 4.212 -4.235
C 3.354 -2.975 3.542
C -5.682 -1.468 2.987
C -1.057 -4.409 3.656
H 6.349 -0.662 -4.075
H -3.839 -0.483 2.511
C 2.396 -1.859 3.126
C -1.344 3.147 5.137
H 1.926 3.059 -4.895
C 4.962 0.282 -0.254
C -0.197 4.750 -9.068
H 0.987 6.026 -7.803
C 7.079 1.203 -3.300
N -0.722 0.836 5.020
H -2.485 -2.090 1.620
H 4.842 -1.789 0.315
H -1.912 -5.765 1.270
C -5.289 0.860 3.358
H -0.065 4.252 -1.293
H 0.732 -3.994 4.790
H 4.366 -2.742 3.216
H -1.507 1.867 3.421
H 1.986 -2.112 2.143
H -1.047 4.123 7.028
C -6.318 -4.232 0.106
C -1.208 1.946 4.461
C 0.587 3.590 -1.847
H -0.137 2.056 8.096
C 6.303 3.128 -4.230
*
```

DFT (ωB97M-V with the def2-TZVPD basis set) results for a molecular structure, C20H38NO2P3W in a non-equilibrium geometry.

Summary:
Relative energy (zero: lowest compared OMol25 entry of this formula, charge and spin), kcal/mol: 98.9
E, Ha: -2079.43917
⟨S²⟩: 2.021
HOMO energy (alpha / beta), eV: -19.85 / -19.84
M, g/mol: 601.29

```
! wB97M-V def2-TZVPD RIJCOSX def2/J DEFGRID3
* xyz 4 3
C -0.071 -0.101 5.335
H 4.384 -1.363 -1.418
H 4.296 2.434 0.726
H 0.306 -3.541 -3.651
H -0.435 -3.418 0.412
O 1.421 -1.088 0.331
C 0.919 0.677 3.164
H -3.241 2.600 3.824
H 5.155 -0.350 2.206
C 3.395 1.899 0.364
P 3.719 0.132 0.340
C -1.344 -3.700 -0.143
H -0.965 -0.580 4.921
H -1.608 1.874 3.735
H 3.150 2.229 -0.664
H 4.145 0.310 -2.030
C 1.700 -0.233 -0.489
W -0.304 0.197 -2.235
H -0.236 -5.072 -2.870
C 4.561 -0.290 -1.197
H -3.864 2.270 -0.520
C -2.788 -3.276 -2.695
H 2.042 1.591 -2.915
C -0.582 -0.301 -4.141
C 1.094 -0.170 4.332
H -3.565 -2.710 -2.160
P -1.191 -3.014 -1.831
H -2.690 0.179 -3.853
C -4.117 2.191 0.559
H -1.848 4.501 1.422
H -0.782 -1.221 -4.666
H -2.715 -2.868 -3.714
H -4.657 1.234 0.716
H -4.784 3.034 0.839
C 0.762 0.133 -3.923
H 0.183 -0.615 6.266
H 1.594 -0.472 -4.296
C -1.535 3.541 0.963
H 4.198 -1.778 1.737
H -1.459 -4.797 -0.135
P -2.597 2.200 1.536
H -2.204 -3.226 0.354
H 0.129 3.011 -2.134
H 3.431 -0.470 2.672
C 4.161 -0.683 1.871
H -3.045 0.853 3.486
C 1.032 1.314 -3.170
H -2.238 2.257 -2.496
N 0.839 1.404 2.260
O -1.488 -0.106 0.921
H 2.526 2.100 1.029
C 0.078 -4.021 -2.690
C -1.672 0.502 -3.677
C -0.064 2.128 -2.698
H 5.652 -0.105 -1.117
H -1.601 3.613 -0.140
H -0.315 0.939 5.583
H -3.087 -4.346 -2.748
C -1.426 1.695 -2.918
H 2.032 0.124 4.831
C -1.499 0.824 0.138
H 0.995 -4.014 -2.081
H 1.232 -1.209 3.993
H -0.493 3.290 1.249
C -2.622 1.857 3.299
*
```